1) This record from the OMol25 dataset describes an isolated molecule of C4H4N2O. The level of theory is ωB97M-V/def2-TZVPD.

Spin multiplicity: 1
Kohn-Sham gap in Eh: 0.3623
LUMO in eV: 0.314
Charge: 0
SMILES: O=Cc1cnc[nH]1

Positions of all 11 atoms, in Å:
O 1.3783 0.5892 -2.2500
C 0.3471 0.1106 -1.8204
C -0.0512 0.0881 -0.4234
C -1.1246 -0.5676 0.1311
N -1.0398 -0.5890 1.4898
C 0.0743 0.0574 1.7651
N 0.7078 0.4984 0.6535
H -0.3746 -0.4157 -2.4775
H -1.9441 -1.0210 -0.4110
H 0.4649 0.2136 2.7637
H 1.5608 1.0354 0.6040

---

2) This record from the OMol25 dataset describes an isolated molecule of C4H4N2O. The level of theory is ωB97M-V/def2-TZVPD.

Spin multiplicity: 1
Kohn-Sham gap in Eh: 0.3661
LUMO in eV: 0.666
Charge: 0
SMILES: N#CCOC=C=N

Positions of all 11 atoms, in Å:
N 2.0468 -1.0167 0.5765
C 1.1961 -0.3577 1.0009
C 0.0695 0.4775 1.4733
O -1.0910 0.2600 0.7035
C -0.9076 0.5734 -0.6375
C -0.6246 -0.3926 -1.4864
N -0.4542 -1.3246 -2.2642
H 0.3834 1.5312 1.4507
H -0.1797 0.2111 2.5036
H -0.9685 1.6156 -0.9345
H 0.5299 -1.5772 -2.3858

---

3) This record from the OMol25 dataset describes an isolated molecule of C4H4N2O. The level of theory is ωB97M-V/def2-TZVPD.

Spin multiplicity: 1
Kohn-Sham gap in Eh: 0.4540
LUMO in eV: 0.505
Charge: 0
SMILES: N#CCOCC#N

Positions of all 11 atoms, in Å:
N -1.3243 0.5000 2.5935
C -0.8928 0.7828 1.5584
C -0.3693 1.1241 0.2188
O 0.9154 0.6182 -0.0374
C 0.9755 -0.7642 -0.3236
C 0.0096 -1.2332 -1.3288
N -0.7218 -1.6762 -2.1079
H -0.3185 2.2099 0.1003
H -1.0854 0.7368 -0.5346
H 1.9762 -0.9346 -0.7213
H 0.8356 -1.3637 0.5825

---

4) This record from the OMol25 dataset describes an isolated molecule of C4H4N2O. The level of theory is ωB97M-V/def2-TZVPD.

Spin multiplicity: 1
Kohn-Sham gap in Eh: 0.3645
LUMO in eV: -0.773
Charge: 0
SMILES: N#C/C=C\C(N)=O

Positions of all 11 atoms, in Å:
N 2.0930 1.8722 0.7026
C 1.6897 0.8316 0.3738
C 1.3320 -0.4986 0.0353
C 0.1481 -0.9702 -0.3572
C -1.2686 -0.4107 -0.3414
N -1.3558 0.9400 -0.0565
O -2.2385 -1.1503 -0.5125
H 2.1553 -1.2110 0.1495
H 0.1448 -1.9860 -0.7395
H -2.1906 1.2369 0.4196
H -0.5093 1.3461 0.3263

---

According to the calculations, the structures order from most to least stable as 1), 4), 3), 2).

---

1) This record from the OMol25 dataset describes a cluster of 3 separate species, C6H15NS in total. The level of theory is ωB97M-V/def2-TZVPD.

Spin multiplicity: 1
Kohn-Sham gap in Eh: 0.2283
LUMO in eV: -1.844
Charge: 0

Positions of all 23 atoms, in Å:
C -0.1243 -2.6314 -2.0023
C -0.4935 -1.5354 -1.0160
C -1.7148 -0.9682 -1.0046
N -2.3776 -0.3034 0.0557
H -0.8206 -2.6190 -2.8435
H 0.9165 -2.5038 -2.3469
H -0.2154 -3.6282 -1.5274
H 0.1331 -1.3734 -0.1480
H -2.3808 -1.0874 -1.8830
H -1.3130 -1.3862 2.1809
H -3.2260 -0.7876 0.3340
H -1.7465 -0.2876 0.9142
C 2.5059 1.7947 0.6957
C 1.0586 1.7563 0.2077
C 0.0592 1.7722 1.3597
S -0.0184 0.2001 2.2329
H 2.6962 2.7134 1.2753
H 3.2775 1.7317 -0.0680
H 2.6026 1.0013 1.4520
H 0.9200 2.6183 -0.4480
H 0.9287 0.8670 -0.4401
H -0.9197 2.0492 0.9213
H 0.2523 2.6072 2.0983

---

2) This record from the OMol25 dataset describes an isolated molecule of C6H15NS. The level of theory is ωB97M-V/def2-TZVPD.

Spin multiplicity: 1
Kohn-Sham gap in Eh: 0.3430
LUMO in eV: 0.955
Charge: 0
SMILES: CC(C)NCCCS

Positions of all 23 atoms, in Å:
C 0.2344 -3.0268 -0.0383
C 0.6860 -1.6010 0.4903
C 2.1545 -1.3678 0.0347
N -0.1833 -0.6118 -0.1399
C -0.9602 0.3590 0.6043
C -0.5254 1.8460 0.3322
C -1.5650 2.5515 -0.5497
S -1.0035 3.8304 -1.6739
H -0.1340 -3.7266 0.7053
H -0.4825 -2.8919 -0.8450
H 1.0858 -3.4346 -0.6012
H 0.5231 -1.6112 1.5706
H 2.6454 -0.6106 0.6492
H 2.0615 -0.9760 -0.9743
H 2.7382 -2.2826 0.0629
H 0.2681 -0.0937 -0.8592
H -1.0052 0.1061 1.6726
H -2.0251 0.3270 0.3431
H 0.5430 1.8663 0.1475
H -0.6843 2.3693 1.2805
H -2.3771 2.8952 0.0950
H -2.1471 1.8652 -1.1840
H 0.1528 4.2188 -1.1228

---

According to the calculations, the structures order from most to least stable as 2), 1).

---

1) This record from the OMol25 dataset describes an isolated molecule of C6H15NS. The level of theory is ωB97M-V/def2-TZVPD.

Spin multiplicity: 1
Kohn-Sham gap in Eh: 0.3541
LUMO in eV: 0.958
Charge: 0
SMILES: CCCCNCCS

Positions of all 23 atoms, in Å:
C 2.4802 0.0222 -2.8481
C 1.9818 1.2749 -2.1104
C 2.4243 1.3741 -0.6551
C 1.5400 0.6015 0.3427
N 0.1127 0.4882 0.0195
C -0.5117 -0.6281 0.7493
C -2.0298 -0.4784 0.5948
S -2.9817 -1.1859 1.9854
H 1.9359 -0.0150 -3.7980
H 3.5051 0.0884 -3.0835
H 2.2898 -0.9405 -2.3736
H 2.4988 2.0800 -2.5991
H 0.9223 1.4137 -2.2778
H 3.4027 0.9413 -0.4597
H 2.4149 2.4193 -0.3499
H 1.5583 1.0984 1.3241
H 1.9766 -0.3777 0.6025
H -0.0177 0.4480 -0.9786
H -0.1778 -1.5581 0.2786
H -0.2521 -0.4971 1.7948
H -2.2047 0.5870 0.7445
H -2.4344 -0.7961 -0.3586
H -2.5610 -2.4478 1.8217

---

2) This record from the OMol25 dataset describes an isolated molecule of C6H15NS. The level of theory is ωB97M-V/def2-TZVPD.

Spin multiplicity: 1
Kohn-Sham gap in Eh: 0.3510
LUMO in eV: 1.001
Charge: 0
SMILES: CCN(C)CCCS

Positions of all 23 atoms, in Å:
C -2.7394 -0.8477 0.9059
C -1.3093 -1.0287 1.3653
N -0.3985 -0.5716 0.2771
C -0.1652 -1.6707 -0.6650
C 0.7718 0.1244 0.7209
C 0.9489 1.5289 0.0954
C 1.9260 1.5917 -1.0713
S 1.7204 2.9677 -2.2915
H -2.9612 -1.5522 0.0898
H -3.4915 -1.0790 1.6601
H -2.9058 0.0916 0.3810
H -1.1270 -2.0768 1.6424
H -1.0116 -0.4931 2.2674
H 0.7585 -1.4433 -1.2132
H 0.0228 -2.6604 -0.2402
H -0.9556 -1.6660 -1.4109
H 1.7007 -0.4523 0.5756
H 0.7874 0.3355 1.7912
H -0.0590 1.8698 -0.1614
H 1.2834 2.2338 0.8610
H 2.9192 1.8131 -0.6833
H 1.9702 0.6174 -1.5513
H 2.3149 2.3680 -3.3451

---

According to the calculations, the structures order from most to least stable as 1), 2).

---

1) This record from the OMol25 dataset describes a structure of composition CH2Cl3N. The level of theory is ωB97M-V/def2-TZVPD.

Spin multiplicity: 1
Kohn-Sham gap in Eh: 0.3372
LUMO in eV: -0.762
Charge: 0

Positions of all 7 atoms, in Å:
C -0.9651 0.6556 1.2167
N -0.2057 -0.1256 0.3217
Cl -0.8507 2.8613 0.4592
Cl -2.6264 0.3147 1.1825
Cl -0.2088 0.8851 2.7867
H 0.7794 -0.3220 0.5587
H -0.4027 -0.1187 -0.7466

---

2) This record from the OMol25 dataset describes an isolated molecule of CH2Cl3N. The level of theory is ωB97M-V/def2-TZVPD.

Spin multiplicity: 1
Kohn-Sham gap (alpha / beta) in Eh: 0.2903 / 0.2903
LUMO (alpha / beta) in eV: -0.625 / -0.625
Charge: 0

Positions of all 7 atoms, in Å:
C -1.3313 0.1456 0.9286
N 1.0864 0.3679 -1.3044
Cl -0.3850 0.9684 -0.3063
Cl -2.0184 -1.3194 0.4564
Cl -0.2811 -0.1228 2.3475
H 1.1322 -0.6856 -1.5718
H 1.7972 0.6458 -0.5500

---

3) This record from the OMol25 dataset describes a structure of composition CH2Cl3N. The level of theory is ωB97M-V/def2-TZVPD.

Spin multiplicity: 1
Kohn-Sham gap in Eh: 0.3959
LUMO in eV: 0.477
Charge: 0

Positions of all 7 atoms, in Å:
C 0.1214 0.2198 -0.3885
N -0.5327 -0.5953 0.5267
Cl 0.4009 -0.4884 -1.9052
Cl -0.4963 1.8215 -0.7079
Cl 1.8335 0.4547 0.4854
H -1.4620 -0.3794 0.8603
H 0.1352 -1.0329 1.1292

---

According to the calculations, the structures order from most to least stable as 3), 1), 2).